# 1
A cluster of 2 separate species, BrNO5S in total at a distorted geometry, computed with ωB97M-V/def2-TZVPD.

Computed properties:
**HOMO energy**: -10.94 eV
**LUMO energy**: -0.97 eV
**Energy above the lowest of the compared OMol25 structures with the same formula, charge and spin**: 26.1 kJ/mol
**HOMO-LUMO gap**: 0.3664 Ha
**Maximum force**: 2.52 eV/A

Last column: natural (NBO) charge in e.
Geometry (Å):
Br 1.26 0.41 -2.46  0.3929
N -0.69 -0.48 -0.78  0.7419
O 0.59 -0.62 1.92  -0.8767
O -1.40 -1.39 -0.57  -0.2426
O 1.61 1.42 1.48  -0.8521
S 0.43 0.79 1.90  1.7064
O -0.44 0.61 -0.33  -0.3756
O 0.02 -0.77 -2.05  -0.4942

# 2
A structure of composition BrPd2, computed with ωB97M-V/def2-TZVPD.

Computed properties:
**HOMO energy (spin up / spin down)**: -27.12 / -25.83 eV
**Multiplicity**: 5
**LUMO energy (spin up / spin down)**: -16.03 / -20.05 eV
**⟨S²⟩**: 6.02
**Charge**: +3
**Energy above the lowest of the compared OMol25 structures with the same formula, charge and spin**: 117.4 kJ/mol
**HOMO-LUMO gap (spin up / spin down)**: 0.4078 / 0.2126 Ha
**Maximum force**: 0.27 eV/A

Last column: Löwdin spin population.
Geometry (Å):
Pd -8.78 2.36 -10.92  1.4322
Pd -4.51 -0.51 -10.72  1.5393
Br -7.23 0.15 -10.97  1.0286

# 3
A cluster of 15 separate species, C104H130N16O14 in total at a distorted geometry, computed with ωB97M-V/def2-TZVPD.

Computed properties:
**HOMO energy**: -17.44 eV
**LUMO energy**: -14.67 eV
**Charge**: +8
**HOMO-LUMO gap**: 0.1015 Ha
**Maximum force**: 4.97 eV/A

Last column: Mulliken charge in e.
Geometry (Å):
C 2.46 -1.68 -2.26  -0.8904
C 1.09 3.18 9.02  -0.8634
H -1.00 -6.83 1.54  0.7294
C 4.34 -3.06 1.52  -0.5161
O 1.66 2.30 -5.61  -0.8392
H 3.76 2.85 -1.94  0.6268
O -1.01 -4.66 -7.23  -0.7895
H -2.25 -4.19 2.75  -0.0696
C -0.59 4.19 -0.94  0.3890
N 0.66 -1.01 6.15  0.5152
C -4.72 -3.32 -1.28  -0.6137
H 6.24 6.24 -3.98  0.2188
C -6.70 5.71 2.59  -0.7489
H -7.93 8.37 5.14  0.2898
N -4.24 -1.97 -11.65  0.0420
C 6.22 9.69 -5.95  -0.3384
H 7.13 -0.60 -3.46  0.6268
C 0.37 -6.32 4.29  -1.0525
H 0.46 2.26 5.39  0.7870
C 3.44 -3.97 2.17  -0.5752
H 8.99 0.96 -2.84  0.4048
H -2.95 -4.55 4.93  0.6108
C 5.62 1.18 -1.02  -0.2519
O 0.67 -3.52 0.55  0.3128
C -4.82 -2.38 -12.93  -0.8760
H -6.31 8.53 5.81  0.3454
C 0.33 1.47 7.35  0.9632
C 0.58 0.10 5.37  -0.1518
C -3.42 -2.10 -6.56  -0.7290
H 3.22 0.18 -5.82  0.3309
C -2.38 -3.14 2.49  0.2672
C -2.82 -5.90 0.56  -0.7493
H 0.05 7.49 8.20  0.2876
H 6.57 -0.76 2.37  0.3436
H -1.24 5.94 7.46  0.4229
C 4.70 7.87 -5.56  0.9872
H -5.97 2.05 3.50  0.4675
H 0.14 7.09 9.96  0.3678
H -4.71 4.10 4.77  0.4704
C 1.89 -4.02 -2.75  -1.1869
C 5.95 -1.20 1.59  -1.2275
H -5.44 5.94 6.24  0.5274
H 2.18 6.83 -5.08  0.3903
H -3.84 -2.85 -1.70  0.5091
H 9.66 2.86 -2.05  0.3272
H -5.66 -5.85 0.83  0.7183
C -3.27 -2.65 -9.57  -0.8223
C -2.21 -0.05 -7.08  -0.8590
C 5.39 -6.97 0.83  -1.0433
C 0.57 6.92 8.98  -0.8151
H 0.39 -2.36 -6.63  -0.0797
N -4.32 1.35 0.76  0.3514
C -5.84 4.67 3.03  0.1528
H 8.27 4.05 -2.05  0.2680
H 4.16 -3.10 5.39  0.5090
H -2.74 -4.79 -2.65  1.1039
H -1.54 3.21 2.55  -0.0625
C -7.12 7.83 5.63  -0.8710
H 1.92 4.88 10.00  0.4622
H 6.72 10.62 -8.60  0.3851
H 1.08 2.36 3.23  -0.0380
H 0.56 0.00 4.29  0.4711
N -2.44 -0.83 -4.88  0.3564
H -4.87 -3.47 -12.92  0.3154
C -3.00 -3.07 6.62  -1.2538
N -6.75 6.75 4.77  0.0082
C -4.07 2.66 0.28  -0.3951
H 1.96 -4.68 -1.88  0.3563
H -1.53 -2.58 2.87  -0.1732
C 5.09 -5.89 -0.19  0.6586
O -1.08 -4.55 -5.09  -0.5286
H -7.82 7.54 3.17  0.4373
C -1.98 3.23 3.54  -0.7943
H 0.64 1.41 1.84  -0.2798
H 6.50 3.02 -0.22  0.7294
H 4.50 -3.05 0.45  0.4447
C 4.18 -3.15 4.31  -0.7054
H -0.76 -8.31 5.78  0.3558
H 1.43 -1.39 -2.42  0.6846
C -1.12 -5.74 -1.63  -0.6313
H -2.77 -3.39 -8.97  0.5337
C -2.14 -0.64 -3.44  -1.0920
C 5.25 5.85 -4.12  -0.6851
C 0.23 -1.29 0.97  1.1351
O 6.04 -5.13 -0.54  -0.6901
H 2.11 -0.96 -5.21  -0.0265
O -1.70 4.71 -0.83  -0.7154
N 3.61 4.28 -3.44  0.3554
C -7.17 6.72 3.46  -0.2710
C 2.95 6.22 -4.62  -0.8269
C 2.15 -0.03 -5.78  -0.8574
C -3.63 -2.89 -10.88  -0.2319
C 4.30 6.66 -4.74  1.3492
O 3.74 2.11 1.72  -0.7935
C -3.77 -2.71 3.03  0.5482
H -1.50 -6.78 6.22  0.2908
C 2.56 -5.42 5.65  -0.4082
C -5.73 -4.95 0.24  -0.4829
C 0.09 -2.52 0.14  -0.3359
H 3.09 0.35 -1.89  0.3094
C -3.35 -1.34 -9.04  0.6051
C 4.75 -0.95 -2.14  1.1800
H -1.46 3.46 6.80  0.6396
H 3.36 -5.10 6.30  0.6796
H -8.27 -1.60 -1.50  0.3318
C 3.38 -4.08 3.60  1.2822
H -7.09 5.82 1.58  0.5243
H 1.61 4.58 -3.84  0.5219
C 0.55 -0.92 7.48  -0.2780
H -2.38 -3.05 1.40  0.1849
H -4.42 4.81 0.61  0.6876
C 1.32 -5.50 3.62  0.1681
C -2.43 -5.19 -1.69  -1.2208
C 4.13 -3.25 -2.51  -1.1386
C -0.35 2.70 -0.98  0.8596
C 4.31 9.49 -7.35  -0.2662
C 2.86 1.49 2.39  0.1403
C -8.26 -2.25 -0.63  -0.9254
H -1.29 -1.28 -3.23  0.5376
H -0.78 2.23 -1.86  0.1142
C -4.59 -4.51 -0.55  0.7041
C -3.78 -1.55 5.30  -0.5243
C -5.86 5.84 5.25  -0.7794
H 0.73 -1.50 1.92  -0.4646
O -1.87 0.85 3.49  -0.0288
C 3.41 -0.65 -2.12  -0.6831
H 2.80 -4.61 1.58  0.3450
H -9.05 -3.00 -0.70  0.4001
C -4.00 -0.36 -9.84  -0.7445
C -3.15 -1.90 -5.21  0.0568
H 3.77 2.22 -3.62  0.5373
C 2.46 -5.04 4.30  0.4061
C 5.00 -2.25 3.62  -0.6887
H 1.65 7.07 9.01  0.3575
H -4.13 -0.72 0.28  -0.5752
H 4.77 1.22 -0.34  0.7412
N -7.04 -3.08 -0.65  0.1252
H -6.06 -1.79 -1.93  0.5027
H 7.15 10.14 -5.64  0.4037
H 6.43 -6.94 1.14  0.3294
H -3.39 -3.84 -11.33  0.4812
H -2.77 -3.49 7.59  0.5660
N 0.39 5.50 8.67  0.0806
C -5.03 1.20 1.90  -0.4974
C 6.00 11.12 -7.95  -0.9121
H -0.78 -0.95 1.22  -0.5532
C -0.63 5.15 7.87  -0.3215
H -1.96 0.43 -3.28  0.0766
C 8.71 3.16 -1.61  -0.8152
C 0.38 0.28 8.12  -1.0253
C -3.35 -0.78 7.61  -0.7065
H -3.50 2.60 -0.64  0.4252
C -5.50 2.28 2.56  -0.1784
C -1.93 0.06 -5.77  -0.4899
H 5.36 -7.88 0.22  0.3787
N 7.75 2.11 -1.62  0.2052
C -4.57 3.80 0.97  -0.8703
H -7.75 -4.53 0.76  0.5118
H -4.28 -2.00 -13.80  0.3322
C -5.44 4.78 4.36  -0.2352
H 5.65 3.93 -3.27  0.3713
H -5.84 -2.02 -12.98  0.4091
H 4.75 -6.90 1.71  0.0770
C -0.58 -7.36 6.30  -0.7038
C 1.18 4.54 9.30  -0.4606
C 0.71 -2.39 5.56  -0.9741
H -8.30 -1.71 0.31  0.3543
H 0.49 -1.83 8.06  0.5169
H -3.98 -2.97 -6.89  0.5121
H -4.14 0.62 -9.41  0.5100
H -4.48 -3.52 2.88  0.3996
N 2.83 -2.95 -2.48  0.9520
H 6.61 -1.72 0.89  0.4713
H 8.82 3.42 -0.55  0.3994
H 2.25 -4.53 -3.64  0.5271
H 0.69 -7.86 -0.10  0.4766
H -3.09 -0.90 -2.98  0.1611
C -2.38 1.81 4.00  0.5887
O 3.93 -5.85 -0.68  -0.5355
H -2.86 3.87 3.52  0.1114
C 8.02 1.00 -2.35  -0.5175
H 1.35 2.90 1.56  0.5515
H 6.47 8.19 -4.43  0.3762
C -5.30 3.60 2.17  1.1454
N 5.09 -2.23 2.25  0.4364
H 1.60 -2.91 5.90  0.6659
C 7.04 0.11 -2.65  -0.9076
O -3.01 1.75 5.11  -0.8558
H 1.27 -6.34 0.51  0.2469
C 6.59 2.22 -0.94  -1.3660
H -2.65 0.32 0.22  0.1765
H 0.73 -0.43 0.51  0.0968
H 0.67 2.30 -1.02  -0.3475
N 0.48 -6.63 5.63  0.1601
H -1.74 0.67 -7.74  0.5890
H 6.57 11.94 -7.50  0.3722
H -1.28 3.75 4.20  0.3150
N -0.70 -6.28 -0.43  0.2537
H 4.47 -4.26 -2.65  0.4086
H 1.74 -0.34 -6.74  0.3443
C 1.39 1.16 -5.15  0.9011
H 1.47 -3.78 -6.65  0.5146
H -5.21 0.16 2.13  0.4003
H -3.45 -5.85 1.44  0.3583
H 6.08 -2.54 -2.67  0.6512
H -0.27 -7.50 7.34  0.3093
C -4.35 -0.70 -11.20  -0.3473
N 5.53 10.12 -7.02  0.0594
C 2.58 5.05 -3.91  -0.2698
O 0.65 0.90 -4.23  -0.5129
H -4.10 -1.80 2.52  -0.9595
H 1.30 -6.56 -1.19  0.3748
O 0.42 4.85 -1.32  -0.7331
H -0.44 -6.70 3.68  0.6671
H -4.02 -1.07 8.42  0.3786
N -3.47 -2.60 4.48  0.5177
H -1.32 0.89 -5.44  0.7319
H 3.05 7.78 -6.93  0.4362
C 5.88 8.53 -5.27  -0.5591
C 3.94 8.33 -6.66  -0.6955
H -0.70 2.26 -0.05  -0.4093
C -3.01 -1.14 -7.57  0.8495
H -0.21 -2.92 5.82  0.3441
H 2.26 2.80 -2.84  -0.4096
C 1.54 -6.14 6.26  -0.4040
H 1.79 2.53 9.54  0.5115
H 5.42 -0.39 1.09  0.4528
O 2.93 0.38 2.96  -0.4647
C -6.91 -4.20 0.17  -0.6510
C -3.71 0.24 -0.02  -0.1500
C 3.34 2.95 -2.94  -0.9024
H 0.91 -3.10 -5.12  -0.4433
C 0.22 2.82 7.96  0.1085
C 1.42 2.05 2.24  -0.0390
H 0.24 0.30 9.19  0.6630
H 3.90 9.87 -8.27  0.4119
C -3.32 -5.25 -0.59  0.8173
H -4.72 0.04 -11.89  0.4987
C -5.97 -2.69 -1.35  -0.3204
H -3.48 -2.55 -4.41  0.2273
O -0.48 -2.44 -1.01  -0.4555
C 4.89 4.59 -3.65  -0.3779
N -3.43 -1.77 6.59  0.2767
C 5.81 0.16 -1.92  1.1956
H 5.71 -1.63 4.15  0.4330
C -3.06 -3.56 5.35  -0.1379
H 5.19 11.62 -8.47  0.3502
C 0.62 -3.31 -6.15  0.3519
C -1.52 -6.41 0.69  -0.9448
C 0.70 -6.79 -0.30  -1.0875
H 0.59 -2.35 4.48  -0.1221
H -3.42 0.22 7.18  0.2538
H 1.25 -5.37 2.55  -0.2403
C 5.08 -2.23 -2.43  -0.8217
C -0.69 3.80 7.47  -0.5290
C 0.40 1.36 5.98  -0.7754
H -4.00 0.48 -1.04  0.6033
C -0.55 -4.20 -6.16  0.0649
H 1.62 -6.32 7.32  0.4372
H -7.50 7.35 6.53  0.4152
H 0.89 -3.61 -2.92  0.0336
H -0.43 -5.63 -2.45  0.9133
H -2.37 -0.89 8.07  0.2576
H -4.16 -0.58 5.01  0.5701

# 4
A structure of composition C10H10AuN6OS4, computed with ωB97M-V/def2-TZVPD.

Computed properties:
**HOMO energy**: -11.15 eV
**LUMO energy**: -5.04 eV
**Charge**: +1
**Energy above the lowest of the compared OMol25 structures with the same formula, charge and spin**: 109.1 kJ/mol
**HOMO-LUMO gap**: 0.2249 Ha
**Maximum force**: 0.49 eV/A

Last column: natural (NBO) charge in e.
Geometry (Å):
H -1.79 0.60 -0.63  0.4095
C -0.58 3.43 -0.05  0.2526
C 2.50 -4.40 0.80  -0.1973
H 3.06 -5.27 1.14  0.2341
C 1.11 -2.18 -0.05  0.1898
H -1.43 0.72 1.09  0.4224
H -3.94 1.89 1.65  0.2485
S -0.67 -3.35 -1.49  0.5101
N -1.25 1.15 0.19  -0.6967
C -4.01 2.47 0.72  -0.6769
H -4.80 3.21 0.83  0.2800
N -1.22 4.59 0.03  -0.3332
N 2.40 0.36 -1.43  -0.9727
C 1.42 -4.58 -0.05  -0.1789
S -1.88 -0.68 -2.12  -0.2193
O 4.85 0.62 -1.67  -0.8105
C 2.20 -2.01 0.80  -0.2524
C -0.71 -1.63 -1.35  -0.0950
H 2.49 -1.01 1.12  0.2131
N -1.53 2.52 0.21  -0.2235
N -2.55 4.44 0.32  -0.2030
Au 0.69 0.81 -0.54  1.2181
C -2.74 3.16 0.43  0.3827
C 2.88 -3.13 1.22  -0.1830
C 0.73 -3.45 -0.47  -0.2558
N 0.29 -1.18 -0.58  -0.6233
S 3.66 1.11 -1.03  1.4233
H 3.73 -3.02 1.88  0.2314
S 1.06 3.09 -0.40  -0.0446
H 1.13 -5.57 -0.37  0.2365
H -0.84 5.51 -0.12  0.4540
H -4.27 1.78 -0.09  0.2599

# 5
A structure of composition C10H10BrClO4Pb at a distorted geometry, computed with ωB97M-V/def2-TZVPD.

Computed properties:
**HOMO energy (spin up / spin down)**: -7.51 / -8.69 eV
**LUMO energy (spin up / spin down)**: -1.94 / -2.10 eV
**Energy above the lowest of the compared OMol25 structures with the same formula, charge and spin**: 411.8 kJ/mol
**HOMO-LUMO gap (spin up / spin down)**: 0.2044 / 0.2422 Ha
**Maximum force**: 5.89 eV/A

Last column: natural (NBO) charge in e.
Geometry (Å):
H 0.98 -2.76 0.55  0.2507
C -0.22 1.34 -1.88  -0.3114
H 0.34 2.22 -1.84  0.2630
Cl 3.02 1.80 0.70  2.4305
H -1.61 -2.71 -0.15  0.2363
C 0.25 0.06 -2.37  -0.2971
H 1.20 -0.13 -2.76  0.2529
C -1.58 1.17 -1.37  -0.3137
C -0.78 -0.93 -2.14  -0.3527
O 4.09 0.95 0.20  -0.7689
C -1.82 -1.04 1.33  -0.3529
C 0.44 -1.12 1.97  -0.3171
C -1.94 -0.24 -1.54  -0.3192
C -0.82 -0.46 2.22  -0.2736
Pb -0.15 -0.11 -0.05  1.5491
H 1.36 -0.86 2.41  0.2598
Br 0.05 2.27 1.13  -0.1055
H -0.71 -1.95 -2.35  0.2422
C -1.17 -2.11 0.57  -0.3171
H -0.99 0.35 2.86  0.2569
H -2.83 -0.68 -1.26  0.2374
O 3.06 1.96 2.14  -0.7474
O 2.92 3.05 -0.02  -0.7481
H -2.81 -0.73 1.24  0.2421
H -2.17 1.90 -0.92  0.2550
C 0.24 -2.15 0.97  -0.3291
O 1.63 0.92 0.35  -0.9223

# 6
The ion C10H10Cl2NS with charge +1 at a distorted geometry, computed with ωB97M-V/def2-TZVPD.

Computed properties:
**HOMO energy**: -12.51 eV
**LUMO energy**: -3.04 eV
**SMILES**: C[N@@H+]1C=CS[C@H]1c1c(Cl)cccc1Cl
**Charge**: +1
**Energy above the lowest of the compared OMol25 structures with the same formula, charge and spin**: 171.0 kJ/mol
**HOMO-LUMO gap**: 0.3481 Ha
**Maximum force**: 6.06 eV/A

Last column: natural (NBO) charge in e.
Geometry (Å):
S -0.45 0.68 -2.21  0.3746
C 1.24 -2.63 1.07  -0.2128
H 1.28 2.31 -3.01  0.2940
H 0.64 -4.52 0.76  0.2326
C -0.23 -0.98 0.20  -0.0329
H 1.29 3.44 -0.59  0.2344
H -1.53 -4.04 -0.44  0.2551
H -0.70 3.63 0.48  0.2354
C 0.75 1.96 -2.08  -0.3404
H -1.90 0.84 -0.27  0.2672
C 0.98 -1.34 0.76  -0.0507
C 0.30 -3.56 0.58  -0.1416
Cl -2.40 -1.50 -1.35  0.0811
H -1.71 2.34 1.16  0.2328
Cl 2.27 -0.21 1.19  0.0330
H 0.77 1.17 0.87  0.4753
H 2.10 -2.94 1.56  0.2461
C -1.07 -1.95 -0.39  -0.0557
C -0.83 -3.24 -0.10  -0.2254
N 0.07 1.70 0.23  -0.4753
C -0.81 0.72 -0.42  -0.1665
C -0.72 2.66 0.98  -0.4274
C 0.92 2.54 -0.88  -0.0727
H -0.25 2.92 1.92  0.2396

> Which of these has the lowest maximum force?

BrPd2